[1]
Here is a molecular structure, C4H6O2 from OMol25. Energies are from ωB97M-V with the def2-TZVPD basis set.

Structure (ORCA input):
```
! wB97M-V def2-TZVPD RIJCOSX def2/J DEFGRID3
* xyz 0 1
C -1.580 -0.079 0.124
C -0.358 -0.520 -0.655
H 0.289 1.516 0.001
H -2.357 -0.824 0.314
C 1.859 0.174 0.357
H -0.095 -1.499 -0.248
C 0.358 0.446 0.259
O -0.698 0.223 1.250
H -2.042 0.848 -0.251
H 2.482 0.652 1.133
O 2.386 -0.429 -0.550
H -0.245 -0.511 -1.735
*
```

Calculated values
LUMO level   0.7 eV
Largest force on an atom   0.7 eV/A
Energy above the lowest of the compared OMol25 structures with the same formula, charge and spin   57.3 kcal per mole
Kohn-Sham gap   10.69 eV


[2]
Here is C4H6O2 in the gas phase from OMol25. Energies are from ωB97M-V with the def2-TZVPD basis set.

Structure (ORCA input):
```
! wB97M-V def2-TZVPD RIJCOSX def2/J DEFGRID3
* xyz 0 1
O -1.438 -0.723 -1.282
C -0.544 -0.208 0.894
C -1.623 -0.611 -0.094
C 1.437 0.226 -0.719
H -2.623 -0.804 0.343
H -0.023 -1.126 1.198
H -0.996 0.240 1.784
O 0.371 1.958 0.537
C 0.438 0.780 0.267
H 1.793 -0.765 -0.422
H 2.273 0.920 -0.821
H 0.935 0.113 -1.687
*
```

Calculated values
LUMO level   0.8 eV
Largest force on an atom   0.6 eV/A
Energy above the lowest of the compared OMol25 structures with the same formula, charge and spin   18.2 kcal per mole
SMILES   CC(=O)CC=O
Kohn-Sham gap   10.63 eV


[3]
Here is a molecular structure, C4H6O2Rb from OMol25. Energies are from ωB97M-V with the def2-TZVPD basis set.

Structure (ORCA input):
```
! wB97M-V def2-TZVPD RIJCOSX def2/J DEFGRID3
* xyz 0 2
H -0.002 0.611 -1.694
O 0.537 -2.195 2.225
H -2.252 0.234 -0.688
H 1.925 0.269 -1.136
C 0.697 1.013 0.403
H 1.787 2.054 -1.070
Rb -2.925 -1.887 2.372
C 1.091 -1.724 1.287
H -1.294 -1.143 -1.406
H 0.618 1.773 1.183
C 1.258 1.114 -0.898
C -1.325 -0.060 -1.204
O -0.116 -0.060 0.626
*
```

Calculated values
LUMO level (alpha / beta)   -1.4 / -1.5 eV
Largest force on an atom   4.2 eV/A
Energy above the lowest of the compared OMol25 structures with the same formula, charge and spin   92.7 kcal per mole
Kohn-Sham gap (alpha / beta)   3.37 / 4.37 eV


[4]
Here is C4H6O2S in the gas phase from OMol25. Energies are from ωB97M-V with the def2-TZVPD basis set.

Structure (ORCA input):
```
! wB97M-V def2-TZVPD RIJCOSX def2/J DEFGRID3
* xyz 0 1
C 0.900 -0.835 0.036
C -0.664 1.232 0.403
C -1.983 -1.376 0.381
C -0.249 -0.097 -0.398
H -2.849 -1.926 0.064
S 2.442 -0.056 0.065
H -0.873 0.807 1.570
O -1.447 -0.698 -0.661
O -1.134 2.232 -0.082
H 0.201 0.539 -1.388
H 0.546 -2.006 -0.011
H -1.197 -1.731 1.049
H -2.266 -0.603 1.092
*
```

Calculated values
LUMO level   -1.3 eV
Largest force on an atom   7.0 eV/A
Energy above the lowest of the compared OMol25 structures with the same formula, charge and spin   104.1 kcal per mole
SMILES   CO[C@@H](C=O)C=S
Kohn-Sham gap   7.88 eV


[5]
Here is C4H6O2S2 in the gas phase from OMol25. Energies are from ωB97M-V with the def2-TZVPD basis set.

Structure (ORCA input):
```
! wB97M-V def2-TZVPD RIJCOSX def2/J DEFGRID3
* xyz 0 3
H 1.237 1.995 -0.836
O 1.289 -1.307 2.391
S -2.657 -1.051 1.167
C 0.600 1.140 -0.607
O -3.947 -1.553 1.671
H 0.070 0.931 -2.696
S 0.340 -0.613 1.544
H -0.374 1.511 -0.288
H -0.294 -0.498 -1.718
C 1.230 0.350 0.471
C -1.589 -1.317 2.384
H 2.296 0.251 0.576
H 1.375 -0.140 -2.175
C 0.424 0.302 -1.882
*
```

Calculated values
LUMO level (alpha / beta)   -1.1 / -3.4 eV
Largest force on an atom   5.0 eV/A
Energy above the lowest of the compared OMol25 structures with the same formula, charge and spin   86.1 kcal per mole
Kohn-Sham gap (alpha / beta)   7.18 / 5.80 eV


[6]
Here is a molecular structure, C4H6O2S2 from OMol25. Energies are from ωB97M-V with the def2-TZVPD basis set.

Structure (ORCA input):
```
! wB97M-V def2-TZVPD RIJCOSX def2/J DEFGRID3
* xyz 0 3
H -0.305 -0.838 0.832
S -1.245 0.657 -0.837
H -0.175 -0.298 -2.742
H 0.682 -2.183 -1.058
C -1.767 1.774 1.101
H 1.262 -1.884 1.114
S -0.374 2.026 1.861
C 0.911 -1.030 -0.813
O -1.044 2.602 3.060
C 0.042 -0.078 -1.585
C 0.772 -0.945 0.709
H 2.020 -0.967 -0.952
H 1.380 -0.053 1.142
O -2.159 1.217 -1.834
*
```

Calculated values
LUMO level (alpha / beta)   -0.9 / -3.0 eV
Largest force on an atom   2.9 eV/A
Energy above the lowest of the compared OMol25 structures with the same formula, charge and spin   103.9 kcal per mole
Kohn-Sham gap (alpha / beta)   6.92 / 6.47 eV


[7]
Here is a molecular structure, C4H6O2Tl from OMol25. Energies are from ωB97M-V with the def2-TZVPD basis set.

Structure (ORCA input):
```
! wB97M-V def2-TZVPD RIJCOSX def2/J DEFGRID3
* xyz 0 2
H -0.483 1.131 -0.927
H -1.495 -1.113 0.910
H -1.450 -1.171 -0.863
C -1.017 0.768 -0.030
Tl 2.151 1.049 0.375
C -0.950 -0.756 0.024
C 1.588 -1.614 0.041
H 2.555 -2.023 0.285
H -0.534 1.190 0.872
C 0.429 -1.243 0.074
H -2.447 2.091 -0.141
O 4.026 0.556 -0.547
O -2.373 1.135 -0.073
*
```

Calculated values
LUMO level (alpha / beta)   0.1 / -0.8 eV
Largest force on an atom   1.4 eV/A
Energy above the lowest of the compared OMol25 structures with the same formula, charge and spin   3.6 kcal per mole
Kohn-Sham gap (alpha / beta)   9.27 / 7.78 eV


[8]
Here is a molecular structure, C4H6O3Pr from OMol25. Energies are from ωB97M-V with the def2-TZVPD basis set.

Structure (ORCA input):
```
! wB97M-V def2-TZVPD RIJCOSX def2/J DEFGRID3
* xyz 2 4
H 1.367 3.337 -0.503
C 1.159 2.578 0.255
C -0.693 -2.477 -1.198
H 0.309 2.874 0.880
O 0.157 0.214 1.299
H -2.094 -1.862 -0.145
H 0.142 -2.390 -1.896
Pr -0.601 -1.507 2.971
H -1.006 -3.481 -0.910
O 0.823 1.390 -0.482
C -1.064 -1.415 -0.472
O -0.659 -0.135 -0.776
C 0.116 0.484 0.103
H 2.043 2.390 0.873
*
```

Calculated values
LUMO level (alpha / beta)   -9.1 / -9.1 eV
Largest force on an atom   4.3 eV/A
Kohn-Sham gap (alpha / beta)   7.81 / 8.87 eV